[1]
This record from the Open Molecules 2025 dataset describes a 2-piece molecular cluster, C4H12NO2 overall. The level of theory is ωB97M-V/def2-TZVPD.

```
! RIJCOSX wB97M-V def2-TZVPD def2/J DEFGRID3
* xyz -1 1
H -0.7436 -2.1287 0.4576
O -3.0296 0.9023 -0.8297
H -0.2064 -1.1960 -0.9075
H -0.4923 0.2571 1.8614
H 1.8774 -2.2365 0.2978
H -3.0188 0.1466 -1.2679
H -2.0267 1.0122 -0.4315
H -2.0404 -0.3413 0.9699
H 3.2185 -0.5302 -0.0602
N 1.8905 0.7833 -0.9742
C -0.1783 -1.2865 0.1950
O -0.8003 0.9946 0.1008
H 1.1081 -1.3411 1.6942
C -0.9323 -0.0666 0.8924
C 2.2249 -0.0913 0.2258
H 2.3885 0.6165 1.0744
C 1.2976 -1.3002 0.6420
H 1.9188 0.3298 -1.7868
H 0.9522 1.2208 -0.9824
*
```

Its HOMO energy is -3.43 eV. The value obtained for the total energy is -364.8002 Ha. Its energy above the lowest of the compared OMol25 structures with the same formula, charge and spin is 1.505 eV. The LUMO energy is 4.0886 eV.

Löwdin atomic charge list, values in e, 4 entries:
1. H 0.06
2. O -0.16
3. H 0.10
4. H 0.10

[2]
This record from the Open Molecules 2025 dataset describes C26H30BrHgN7OS as an isolated structure. The level of theory is ωB97M-V/def2-TZVPD.

```
! RIJCOSX wB97M-V def2-TZVPD def2/J DEFGRID3
* xyz -1 2
C 2.4222 -3.8246 -1.2597
C 0.1916 5.5441 -0.2489
H -2.2695 2.5617 0.0081
C 2.8336 0.9576 -0.8782
N -1.8490 -0.9450 2.2939
H -0.3039 5.4643 -1.2182
H -5.0277 -4.3468 0.4108
C 1.1055 2.6369 -0.0577
H -1.9704 5.8670 1.3403
C -0.1905 3.1101 0.1942
H 1.2580 5.3783 -0.4052
C -1.8716 4.8543 0.9432
N 2.7755 -5.2831 -4.3874
N -0.8093 0.9593 3.0469
C 3.0148 -4.6374 -3.4605
H 3.2254 0.0485 1.0574
H -5.0766 -2.9263 1.8016
H -4.1493 -1.9903 2.9617
H -2.3409 4.1707 1.6550
C -2.9855 -2.7122 1.3138
C -3.9252 -5.5283 -0.9602
H 1.3832 4.4471 2.0077
H 2.7017 1.4184 -3.0000
C -4.0611 -4.5336 -0.0330
H -2.5237 -6.5551 -2.2797
H 1.9319 3.3062 0.1415
C 3.8317 2.0942 -0.6355
C -2.9358 -3.7527 0.3506
H 3.6021 2.9744 -1.2418
N -1.7304 -3.9999 -0.2564
C 0.3189 4.6699 2.0894
C -1.6221 -4.9746 -1.1591
C 2.9412 0.5640 -2.3604
H -4.5993 -1.2846 1.3988
C -2.6705 -5.7774 -1.5450
H 0.0578 6.5624 0.1268
H -2.4280 4.8060 0.0055
C -1.2373 2.2588 -0.1090
H 4.2906 -0.5136 -0.2509
S 0.8042 -1.0797 2.5041
H 0.2127 5.6890 2.4711
C -0.3932 4.5232 0.7377
Hg -0.0735 -2.3962 0.1326
H -2.6648 -0.3600 2.1558
H 0.0769 1.4411 3.0090
H 4.8289 1.7481 -0.9125
H -0.6338 -5.1016 -1.5869
H -4.7865 -6.1210 -1.2432
C -0.6955 -0.3378 2.6092
N 5.4750 -2.4672 -2.2144
H 3.9625 0.2435 -2.5787
H -1.5495 1.5047 2.6252
C -0.9718 0.9856 -0.5902
O 0.5242 -0.7518 -1.2152
H 2.2630 -0.2515 -2.5991
Br -2.4580 -0.1295 -1.0327
C 3.2680 -0.2237 0.0007
C 4.5019 -3.0869 -2.2637
C 3.3094 -3.8469 -2.3232
N -1.8191 -2.1559 1.6421
N 1.6905 -3.8326 -0.3536
H -0.1116 3.9890 2.8285
H 2.6234 -1.0844 -0.1589
C 0.3185 0.4667 -0.7992
C -4.2707 -2.2053 1.8973
C 1.3957 1.3797 -0.5581
H 3.8651 2.3922 0.4156
*
```

Its HOMO energy (alpha / beta) is -3.43 / -5.10 eV. The expectation value of S² is 0.77. The value obtained for the total energy is -4592.9626 Ha. Its energy above the lowest of the compared OMol25 structures with the same formula, charge and spin is 0.000 eV. The LUMO energy (alpha / beta) is 2.1697 / 2.1539 eV.

Löwdin atomic charge list, values in e, 4 entries:
1. C -0.22
2. C -0.05
3. H 0.09
4. C -0.52

[3]
This record from the Open Molecules 2025 dataset describes C26H16F3N14O2SV as an isolated structure. The level of theory is ωB97M-V/def2-TZVPD.

```
! RIJCOSX wB97M-V def2-TZVPD def2/J DEFGRID3
* xyz -1 2
H 2.0739 4.0009 0.3891
C 1.7592 -0.0022 2.6679
H -0.4955 -3.6972 -2.6940
H -0.8838 -5.7680 -1.3845
N 1.6273 3.1488 0.0937
C -4.0520 -0.4882 -0.0383
C 0.2865 -3.7929 1.1046
F -5.2038 1.1320 -1.3366
H -3.4896 -1.7712 3.0459
N -1.5281 2.1808 1.1706
C -4.3319 -1.0381 1.1924
C 2.9612 0.6140 3.0021
N 0.8178 -1.3823 0.9375
H 1.7127 -0.1768 -5.2111
C 0.5309 2.3235 -2.6029
C 0.2632 -2.6103 -1.0084
C -2.7066 -0.2555 -0.4054
O 2.4534 -2.2519 2.3082
N 2.0787 0.7947 -0.1051
H -0.4686 2.1010 3.7208
N 0.4598 -1.3679 -1.6087
N 0.6180 1.0321 -2.2884
N 4.2100 0.8891 -0.2253
C 0.5198 1.6966 3.5297
N -1.4741 3.3971 1.5537
C -0.2710 -3.7361 -1.6406
C 0.5074 -2.6244 0.3700
V 0.1315 -0.0190 -0.2768
N 3.7894 2.1660 -0.1093
C 1.6559 2.4209 3.8532
H 0.8053 3.8682 -4.0510
C 0.9074 -1.2560 -2.8775
H -0.3618 -5.8273 1.0254
C 1.4039 0.5801 -4.5044
S -2.0937 0.4256 -1.8372
H 0.4989 -3.7961 2.1634
C 1.0124 0.1856 -3.2362
H -5.3621 -1.2124 1.4743
H 3.8975 0.1346 2.7547
C -5.1600 -0.1627 -0.9889
N -0.2986 3.9541 1.2097
C 0.3456 2.9873 0.5737
C 2.9013 1.8656 3.5897
C 2.4726 2.0728 -0.0361
C -0.4831 -4.8848 -0.9019
C 1.3588 1.9295 -4.8101
C -2.0035 -1.1200 1.6506
N 3.2177 0.0792 -0.2285
F -6.3669 -0.4562 -0.4468
N 0.5589 0.5046 2.9381
C -0.1938 -4.9177 0.4620
C 1.7575 -1.3266 1.9544
C 0.8968 2.8106 -3.8466
H -1.1363 -1.3133 2.2663
N -1.7422 -0.6057 0.4514
C -3.2957 -1.3590 2.0674
F -5.0736 -0.8764 -2.1300
N -0.3939 1.8693 0.4866
H 0.1323 2.9788 -1.8476
H 1.5589 3.4083 4.2840
H 1.6483 2.2852 -5.7905
O 1.2296 -2.1496 -3.6388
H 3.8098 2.4090 3.8165
*
```

Its HOMO energy (alpha / beta) is -5.57 / -5.59 eV. The expectation value of S² is 0.80. The value obtained for the total energy is -3559.4951 Ha. Its energy above the lowest of the compared OMol25 structures with the same formula, charge and spin is 0.000 eV. The LUMO energy (alpha / beta) is 0.9730 / 1.8301 eV.

Löwdin atomic charge list, values in e, 4 entries:
1. H 0.14
2. C -0.23
3. H 0.11
4. H 0.10